[1]
75
Properties=species:S:1:pos:R:3:forces:R:3 method="wB97M-V/def2-TZVPD" orbital_gap_ev=10.3 total_charge=0 smiles=CCO.CCO.CCO.CCO.CCO.CO.CO.CO.CO.CO lumo_energy_ev=0.69
C -8.53541 4.25368 10.91272 0.059 0.548 0.197
C -7.30703 4.22964 11.77063 1.345 -0.866 -0.832
O -6.29587 3.34432 11.17720 -0.453 -0.221 -0.404
H -9.31569 4.82753 11.41645 -0.132 -0.139 -0.201
H -8.84124 3.24845 10.72791 -0.621 -0.763 0.015
H -8.31696 4.69323 9.93082 -0.010 0.152 0.249
H -7.40918 3.79680 12.76671 -0.446 0.436 0.006
H -6.84328 5.20228 11.78167 0.001 0.519 0.534
H -6.39768 3.37270 10.20913 0.117 0.124 0.519
C -13.34536 2.81584 17.73894 1.024 -0.478 -0.235
C -13.21657 2.12248 16.36496 0.120 -0.596 -0.426
O -12.50991 2.95509 15.39300 -0.700 -0.558 0.878
H -14.17157 3.53307 17.76082 0.060 -0.194 0.054
H -12.39204 3.38197 17.87181 -0.686 -0.414 0.197
H -13.44054 2.06591 18.56550 -0.051 0.714 -0.693
H -14.18807 1.78807 15.95795 0.065 0.628 0.083
H -12.67825 1.15994 16.37595 0.322 0.649 0.409
H -13.07545 3.72329 15.29951 -0.009 0.357 -0.298
C -9.32927 1.40573 20.17611 -0.936 -1.270 -0.031
C -8.89523 1.90103 18.84455 -1.107 1.029 -1.774
O -8.23158 0.98519 18.02809 0.713 -1.069 -0.046
H -9.64425 2.23847 20.79748 -0.292 0.067 0.079
H -8.43032 0.99403 20.63540 -0.283 -0.479 0.282
H -10.18642 0.63601 20.05458 1.545 1.105 0.470
H -8.21096 2.71420 18.90156 0.745 0.745 0.711
H -9.71675 2.39768 18.28275 -0.136 -0.558 0.222
H -8.79101 0.47151 17.42249 -0.429 0.528 -0.006
C -9.27289 -2.99054 13.74573 1.603 -0.631 -0.323
C -8.22894 -2.00058 13.11324 -2.961 -1.213 -0.751
O -8.68290 -0.66608 13.27896 0.204 -0.837 0.168
H -10.25179 -2.97477 13.24075 0.297 0.437 0.483
H -9.28852 -2.86598 14.86440 -0.291 0.009 -1.208
H -8.86489 -4.01837 13.53083 -0.360 0.758 0.405
H -8.09168 -2.20601 12.02637 -0.436 0.008 0.448
H -7.28570 -2.19401 13.51458 1.646 -0.007 1.237
H -8.19572 -0.26600 12.55367 0.182 1.278 -0.203
C -5.50101 2.30795 18.27953 1.501 -0.244 1.459
C -5.57056 2.90746 16.92655 -1.979 1.167 -0.354
O -5.40598 4.33571 17.04681 1.748 0.143 -0.901
H -4.44978 2.43132 18.69682 -1.217 -0.104 -0.325
H -5.74971 1.25268 18.29967 -0.028 -0.151 -0.148
H -6.21313 2.81174 18.96101 0.535 -0.134 -0.416
H -6.59621 2.79406 16.53045 0.267 -0.220 0.128
H -4.92747 2.52714 16.15469 0.654 -0.470 -0.066
H -4.50207 4.52371 16.68808 -1.290 0.043 0.636
C -8.03637 -2.40473 19.65349 0.441 2.067 2.224
O -9.07911 -2.20846 18.79279 -1.463 0.597 -1.489
H -7.38397 -3.15848 19.31379 0.979 -1.059 -0.075
H -7.49744 -1.43572 19.75499 -0.074 -0.603 -0.457
H -8.42496 -2.53275 20.67738 0.336 -0.659 -0.107
H -9.52919 -3.03980 18.65803 -0.221 -0.214 -0.154
C -9.32078 5.47584 15.14918 -0.066 -0.152 -1.896
O -10.43220 5.04243 14.31226 0.242 -0.976 1.941
H -8.96935 6.37368 14.61831 0.184 -0.165 0.760
H -9.62979 5.64505 16.16820 -0.106 0.403 0.318
H -8.53126 4.70666 15.14930 -0.077 0.311 0.008
H -10.79488 4.31569 14.87670 -0.184 0.461 -1.151
C -5.62149 0.13812 12.23992 -1.947 -0.387 -0.052
O -6.90193 0.37480 11.62238 -0.148 0.202 -0.840
H -5.22734 -0.82281 11.86050 0.077 0.740 0.417
H -5.08669 1.01896 12.05658 1.718 0.786 -0.569
H -5.85099 0.18444 13.29041 0.474 -0.797 0.796
H -6.95157 1.32899 11.43588 0.069 -0.238 0.013
C -6.14581 -1.09687 16.41133 -0.850 0.511 0.231
O -7.39994 -1.81026 16.36494 0.182 1.000 0.321
H -5.75479 -1.14786 17.44501 0.179 0.090 -0.572
H -5.53545 -1.63474 15.70641 0.607 -0.098 -0.050
H -6.17501 -0.00276 16.08594 -0.380 -1.280 0.421
H -7.96705 -1.47512 17.08604 0.228 -0.322 -0.344
C -9.24893 1.75154 15.03453 -0.751 -1.493 -0.753
O -9.55280 0.47666 15.66001 -0.070 1.684 0.873
H -8.30336 1.69575 14.47937 -0.096 0.010 0.162
H -10.07142 1.93791 14.31532 0.497 0.421 0.395
H -9.17074 2.49732 15.79856 -0.119 0.453 0.415
H -9.20538 -0.16207 15.06063 0.436 -1.121 -1.011


[2]
17
Properties=species:S:1:pos:R:3:forces:R:3 method="wB97M-V/def2-TZVPD" orbital_gap_ev="11.0 / 5.9" multiplicity=2 total_charge=+1 s_squared=0.76 lumo_energy_ev="-3.51 / -8.07"
N 1.31265 -1.84803 -0.10334 0.526 0.634 -0.307
C 1.53928 -0.54917 0.44769 -0.398 -0.757 0.397
C 0.77633 0.48037 -0.50002 -0.013 1.917 -0.083
N -0.09403 1.36970 0.19447 -0.962 -1.338 0.582
C -1.54342 1.19806 -0.02266 0.715 1.465 -0.850
C -1.92332 -0.25421 0.21776 -0.966 -0.250 -0.511
O -2.55134 -0.89296 -0.57585 0.251 0.175 -0.014
H 0.34614 -2.08994 -0.30332 0.054 -0.081 0.442
H 1.87320 -2.05768 -0.91734 0.207 -0.164 -0.024
H 2.55970 -0.18509 0.51443 0.330 -0.762 -0.464
H 1.22675 -0.52686 1.49387 -0.654 0.213 -0.226
H 0.24588 0.09336 -1.37023 0.001 -0.463 0.181
H 1.62146 1.03580 -0.93364 -0.071 0.105 0.093
H 0.06599 1.45464 1.19438 0.644 0.470 -0.127
H -2.09881 1.94617 0.54980 0.123 -0.471 0.623
H -1.74981 1.54664 -1.03730 -0.076 -0.736 -0.244
H -1.60666 -0.72082 1.15131 0.288 0.044 0.532


[3]
45
Properties=species:S:1:pos:R:3:forces:R:3 method="wB97M-V/def2-TZVPD" orbital_gap_ev=10.8 total_charge=0 smiles="O=C(Br)C[C@@H]1CCS(=O)(=O)OC1.COC(=O)OC.COC(=O)OC" lumo_energy_ev=0.16
O 3.97708 0.63926 2.31001 0.471 -0.151 0.024
C 2.94023 1.12463 2.59258 0.136 -0.174 -0.313
Br 2.07249 0.53955 4.22579 -0.180 0.186 0.163
C 2.25323 2.15967 1.75665 -0.548 0.414 -0.045
C 0.78536 1.91652 1.32837 0.071 0.204 0.455
C -0.27057 2.49861 2.29296 -0.301 -0.299 -0.188
C -1.13682 1.50288 3.07982 0.022 0.737 0.107
S -1.53440 -0.00745 2.24551 -1.397 -1.286 0.688
O -0.98217 -1.11853 2.95811 0.771 0.271 -0.216
O -2.94775 -0.06683 2.03409 0.137 0.474 -0.383
O -0.86423 0.15442 0.81041 0.780 0.348 0.961
C 0.55419 0.45629 0.97374 0.150 -0.295 -0.845
H 2.86402 2.31012 0.86918 0.191 -0.227 0.015
H 2.30559 3.09410 2.31900 -0.054 0.053 0.045
H 0.67490 2.48575 0.40707 0.026 0.000 -0.078
H 0.18727 3.17957 3.00563 0.053 0.050 0.051
H -0.96150 3.08835 1.69350 0.041 0.107 -0.039
H -0.73045 1.27771 4.05947 0.177 -0.375 -0.103
H -2.10757 1.96526 3.24778 -0.085 -0.073 0.013
H 0.97360 -0.25646 1.68063 -0.012 0.030 0.168
H 0.99702 0.25159 0.00140 -0.006 -0.197 -0.014
C 4.36548 -1.70945 0.29605 0.166 0.071 0.109
O 4.03533 -3.04350 -0.09882 -0.001 0.031 -0.083
C 2.92095 -3.11446 -0.82368 -0.017 -0.091 0.065
O 2.22478 -2.18035 -1.13315 -0.045 0.071 -0.014
O 2.70156 -4.38634 -1.14109 0.030 -0.005 -0.011
C 1.51947 -4.60381 -1.91803 -0.105 -0.120 -0.071
H 5.27445 -1.77101 0.88563 -0.001 -0.124 -0.001
H 4.53766 -1.08323 -0.57749 -0.070 0.021 -0.007
H 3.57241 -1.29026 0.90628 -0.046 0.010 -0.044
H 1.58096 -4.07356 -2.86597 -0.019 0.068 0.027
H 0.63598 -4.28360 -1.37002 0.007 0.075 -0.014
H 1.47173 -5.67316 -2.09823 0.072 -0.014 0.044
C -4.09041 0.72509 -5.10788 -0.041 0.018 -0.144
O -4.15206 1.47950 -3.89674 -0.016 0.030 -0.020
C -3.65810 0.84236 -2.83100 -0.008 0.036 -0.005
O -3.18865 -0.26536 -2.83668 0.029 -0.052 -0.007
O -3.77319 1.64160 -1.77845 -0.015 0.105 0.107
C -3.28110 1.07755 -0.54897 -0.138 0.125 -0.152
H -4.52024 1.35767 -5.87884 -0.015 0.059 0.052
H -3.05916 0.48711 -5.36127 0.006 -0.063 0.043
H -4.67024 -0.19150 -5.02020 0.054 -0.043 0.033
H -2.22424 0.85042 -0.62873 -0.199 -0.045 -0.201
H -3.83919 0.18523 -0.28537 0.038 -0.058 -0.058
H -3.43370 1.82806 0.22090 -0.110 0.096 -0.117


[4]
11
Properties=species:S:1:pos:R:3:forces:R:3 method="wB97M-V/def2-TZVPD" orbital_gap_ev=7.7 total_charge=0 lumo_energy_ev=-1.84
C -1.82441 -0.33556 -0.08576 0.768 2.290 1.729
C -1.30892 0.91265 0.27085 1.606 -5.595 -2.260
C 0.13329 0.55411 0.01611 1.370 5.250 0.158
C 2.12260 0.03968 -0.02378 4.518 -1.049 1.958
C 0.29893 -0.87716 -0.02275 1.011 2.241 0.542
H -2.88737 -0.55932 -0.24160 0.703 -0.214 -0.079
H -1.86868 1.68502 -0.04294 -1.405 3.311 -0.240
H 3.23961 -0.12374 0.51265 -2.489 2.200 -2.155
N 1.25407 1.19412 -0.29985 -1.379 -1.822 1.641
N 1.65891 -1.14288 0.05565 -1.003 -1.486 -0.487
N -0.81803 -1.34694 -0.13858 -3.700 -5.125 -0.807


[5]
10
Properties=species:S:1:pos:R:3:forces:R:3 method="wB97M-V/def2-TZVPD" orbital_gap_ev="3.7 / 3.3" multiplicity=4 total_charge=+2 s_squared=3.76 lumo_energy_ev="-10.13 / -13.15"
H 0.79804 -1.29728 0.23155 2.063 2.403 3.057
H -0.90823 -0.85163 -1.24941 -0.066 0.118 0.228
O -1.71135 0.36999 0.23507 -1.551 4.066 1.762
O 0.16307 0.95901 1.11050 0.406 2.041 1.647
C -0.85921 -0.73222 -0.16395 0.449 0.823 1.172
C 0.60660 -0.11291 0.34389 -5.023 -5.532 -4.538
C -1.12629 1.29456 0.93511 1.705 -6.468 -3.042
H -1.19719 -1.61988 0.37836 -0.088 0.216 0.013
F 1.01131 0.21692 -0.95294 1.768 2.218 -0.116
Tm 3.22324 1.77346 -0.86817 0.336 0.115 -0.183


[6]
14
Properties=species:S:1:pos:R:3:forces:R:3 method="wB97M-V/def2-TZVPD" orbital_gap_ev=8.1 total_charge=0 lumo_energy_ev=0.65
N 1.59850 -0.02332 1.85664 0.321 0.135 -0.090
C 0.73252 -0.10106 0.75403 -0.329 0.415 -0.479
C 0.22771 0.81874 -0.10468 0.433 -0.699 0.493
C -0.79799 0.18278 -0.91255 -0.496 -0.575 -0.169
N -1.57073 1.01111 -1.75415 -0.647 0.524 -1.208
C -0.99940 -1.17370 -0.70636 0.850 1.395 -0.444
N 0.02323 -1.31389 0.50255 -1.607 -0.760 0.562
H 2.47830 -0.51820 1.71529 -0.231 0.115 0.041
H 1.80948 0.94673 2.07650 -0.053 -0.277 -0.006
H 0.53072 1.86482 -0.15222 -0.190 -0.327 0.001
H -2.43432 0.60664 -2.11086 0.274 -0.349 0.553
H -1.10763 1.34481 -2.60460 0.269 -0.129 0.652
H -0.98045 -1.43331 0.93870 1.550 0.244 0.053
H 0.50900 -2.20960 0.54240 -0.146 0.288 0.042


Number 1: maximum force 3.287 eV Å⁻¹. Number 2: maximum force 1.919 eV Å⁻¹. Number 3: maximum force 2.020 eV Å⁻¹. Number 4: maximum force 6.372 eV Å⁻¹. Number 5: maximum force 8.743 eV Å⁻¹. Number 6: maximum force 1.864 eV Å⁻¹.